DFT (wB97M-V/def2-TZVPD) results for a molecular structure, C17H23IN2SiZr.

Properties
E_HOMO (spin up / spin down) ... -13.537 / -13.515 eV
Energy relative to the best compared isomer or geometry (same formula, charge and spin) ... 245.9 kcal/mol

The geometry in ORCA input format:
```
! wB97M-V def2-TZVPD RIJCOSX def2/J DEFGRID3
* xyz 2 1
C -1.469 -0.367 0.575
C 0.786 1.373 0.359
H -2.257 0.060 0.004
H -1.338 0.313 1.559
H -1.645 -1.350 0.982
H 1.592 1.741 -0.226
H -0.080 2.058 0.268
H 1.107 1.175 1.404
C -1.447 -2.896 -1.535
C -1.763 -3.975 -2.353
C -0.849 -4.392 -3.310
C 0.356 -3.725 -3.427
H -2.116 -2.511 -0.789
H -2.728 -4.463 -2.229
H -1.075 -5.229 -3.968
H 1.082 -4.022 -4.180
N -0.271 -2.274 -1.655
C 0.654 -2.639 -2.588
C 1.871 -1.872 -2.663
N 1.993 -0.787 -1.847
C 3.075 -0.005 -1.861
C 4.063 -1.375 -3.563
C 4.137 -0.278 -2.718
H 3.071 0.830 -1.187
H 5.004 0.381 -2.705
C 2.933 -2.171 -3.533
H 2.851 -3.039 -4.182
H 4.879 -1.612 -4.242
Zr 0.244 -0.476 -0.641
I -0.916 0.928 -2.689
C -1.487 1.547 4.911
Si -1.370 2.562 3.340
C -3.058 3.275 2.938
C -0.153 3.965 3.599
C -0.861 1.583 2.077
C -0.384 0.681 0.914
H -1.829 2.185 5.743
H -0.493 1.131 5.146
H -2.205 0.724 4.756
H -3.399 3.913 3.770
H -2.986 3.874 2.015
H -3.771 2.447 2.788
H 0.837 3.543 3.837
H -0.089 4.563 2.674
H -0.495 4.604 4.431
*
```

Charges obtained by Löwdin population analysis, quoted in units of e:
1 C -0.264
2 C -0.242
3 H 0.062
4 H 0.035
5 H 0.117
6 H 0.098
7 H 0.118
8 H 0.134
9 C -0.079
10 C 0.018
11 C 0.019
12 C 0.051
13 H 0.109
14 H 0.137
15 H 0.143
16 H 0.127
17 N -0.124
18 C -0.203
19 C -0.201
20 N -0.113
21 C -0.077
22 C 0.020
23 C 0.016
24 H 0.106
25 H 0.137
26 C 0.051
27 H 0.126
28 H 0.142
29 Zr 1.365
30 I 0.444
31 C -0.168
32 Si 0.356
33 C -0.140
34 C -0.168
35 C 0.073
36 C -0.642
37 H 0.052
38 H 0.040
39 H 0.041
40 H 0.062
41 H 0.045
42 H 0.045
43 H 0.039
44 H 0.042
45 H 0.053

=====

DFT (wB97M-V/def2-TZVPD) results for a molecular structure, C17H23IrN2O8P3S2.

Properties
E_HOMO ... -12.162 eV
Energy relative to the best compared isomer or geometry (same formula, charge and spin) ... 34.2 kcal/mol

The geometry in ORCA input format:
```
! wB97M-V def2-TZVPD RIJCOSX def2/J DEFGRID3
* xyz 1 1
Ir -0.573 0.424 -0.497
N -4.721 2.900 0.286
C -3.527 2.124 0.801
C -3.804 1.705 2.239
P -3.382 0.673 -0.338
O -2.433 -0.314 0.536
O -4.745 0.257 -0.678
O -2.335 1.017 -1.414
P -2.009 3.153 0.631
O -2.189 3.644 -0.916
O -1.991 4.352 1.475
O -0.922 2.077 0.710
H -5.441 2.223 -0.008
H -4.445 3.459 -0.528
H -5.085 3.526 1.006
H -4.674 1.048 2.297
H -3.966 2.586 2.864
H -2.945 1.172 2.639
H -2.556 -1.244 0.823
H -2.054 4.604 -0.908
O -1.978 -3.116 3.258
S -1.469 -3.812 2.119
O -2.182 -4.904 1.546
N -1.221 -2.633 0.913
C 0.027 -2.505 0.669
S 0.721 -1.357 -0.503
C 0.955 -3.387 1.417
C 2.334 -3.483 1.340
C 2.969 -4.405 2.165
C 2.243 -5.206 3.039
C 0.856 -5.110 3.118
C 0.247 -4.190 2.296
H 2.902 -2.865 0.657
H 4.045 -4.503 2.124
H 2.763 -5.916 3.668
H 0.285 -5.732 3.794
C 1.002 3.218 -1.585
P 0.857 1.443 -1.890
C 0.238 1.273 -3.572
C 2.548 0.827 -1.848
C 3.262 0.958 -0.655
C 4.572 0.519 -0.580
C 5.173 -0.064 -1.690
C 4.465 -0.203 -2.873
C 3.152 0.243 -2.956
H 1.089 3.409 -0.516
H 0.114 3.717 -1.967
H 1.889 3.589 -2.098
H 0.857 1.831 -4.276
H -0.779 1.665 -3.585
H 0.204 0.222 -3.855
H 2.791 1.397 0.218
H 5.125 0.629 0.343
H 6.197 -0.407 -1.631
H 4.932 -0.657 -3.737
H 2.611 0.129 -3.886
*
```

Charges obtained by Löwdin population analysis, quoted in units of e:
1 Ir 0.984
2 N 0.197
3 C -0.506
4 C -0.054
5 P 0.373
6 O -0.258
7 O -0.230
8 O -0.424
9 P 0.341
10 O -0.175
11 O -0.244
12 O -0.447
13 H 0.152
14 H 0.155
15 H 0.174
16 H 0.101
17 H 0.097
18 H 0.095
19 H 0.085
20 H 0.094
21 O -0.259
22 S 0.680
23 O -0.242
24 N -0.067
25 C -0.636
26 S 0.706
27 C -0.227
28 C -0.016
29 C -0.041
30 C -0.036
31 C -0.008
32 C -0.217
33 H 0.104
34 H 0.115
35 H 0.118
36 H 0.132
37 C -0.201
38 P 0.713
39 C -0.220
40 C -0.430
41 C -0.117
42 C -0.063
43 C -0.060
44 C -0.060
45 C -0.079
46 H 0.054
47 H 0.042
48 H 0.070
49 H 0.069
50 H 0.052
51 H 0.061
52 H 0.112
53 H 0.113
54 H 0.113
55 H 0.113
56 H 0.101

=====

DFT (wB97M-V/def2-TZVPD) results for a molecular structure, C17H23N2NiO8P2Se.

Properties
E_HOMO (spin up / spin down) ... -4.287 / -3.408 eV
Energy relative to the best compared isomer or geometry (same formula, charge and spin) ... 4.1 kcal/mol

The geometry in ORCA input format:
```
! wB97M-V def2-TZVPD RIJCOSX def2/J DEFGRID3
* xyz -1 3
Ni -0.403 -2.119 -0.223
C -3.488 0.772 0.660
C -2.917 -0.402 -0.095
O -1.732 -0.470 -0.359
N -3.813 -1.348 -0.491
C -3.385 -2.600 -1.105
C -2.882 -3.614 -0.102
C -3.229 -4.953 -0.178
C -2.698 -5.834 0.753
C -1.849 -5.343 1.728
C -1.552 -3.992 1.723
N -2.051 -3.137 0.829
H -2.672 1.452 0.894
H -3.949 0.432 1.591
H -4.244 1.286 0.064
H -4.715 -1.335 -0.046
H -2.569 -2.384 -1.797
H -4.219 -3.011 -1.672
H -3.892 -5.298 -0.962
H -2.942 -6.888 0.713
H -1.398 -5.996 2.463
H -0.872 -3.565 2.448
O 0.917 -0.296 -1.732
P 2.036 -1.103 -0.865
O 3.364 -0.478 -1.013
O 1.414 -1.317 0.498
O 2.087 -2.556 -1.661
P 0.845 -3.615 -1.626
O 1.496 -4.825 -2.482
O -0.348 -3.057 -2.359
O 0.604 -4.093 -0.228
H 1.150 -0.304 -2.666
H 1.529 -4.566 -3.408
C 3.435 6.583 -0.218
C 2.810 5.266 0.161
C 3.332 4.493 1.190
C 2.753 3.287 1.569
C 3.387 2.477 2.668
C 1.590 2.850 0.905
Se 0.680 1.304 1.485
C 1.084 3.591 -0.186
C -0.101 3.122 -0.993
C 1.698 4.789 -0.525
H 4.310 6.795 0.398
H 2.724 7.402 -0.090
H 3.748 6.583 -1.265
H 4.222 4.835 1.711
H 4.342 2.915 2.961
H 3.551 1.450 2.339
H 2.737 2.427 3.543
H -0.116 2.036 -1.085
H -0.075 3.567 -1.989
H -1.038 3.421 -0.513
H 1.304 5.363 -1.360
*
```

Charges obtained by Löwdin population analysis, quoted in units of e:
1 Ni 0.288
2 C 0.011
3 C -0.503
4 O 0.018
5 N 0.071
6 C -0.109
7 C -0.259
8 C -0.026
9 C -0.070
10 C -0.065
11 C -0.121
12 N 0.085
13 H 0.063
14 H 0.084
15 H 0.081
16 H 0.134
17 H 0.108
18 H 0.119
19 H 0.106
20 H 0.101
21 H 0.102
22 H 0.119
23 O -0.169
24 P 0.171
25 O -0.313
26 O -0.392
27 O -0.283
28 P 0.158
29 O -0.138
30 O -0.308
31 O -0.277
32 H 0.076
33 H 0.060
34 C -0.061
35 C -0.274
36 C -0.026
37 C -0.297
38 C -0.093
39 C -0.533
40 Se 0.933
41 C -0.290
42 C -0.085
43 C -0.030
44 H 0.068
45 H 0.075
46 H 0.077
47 H 0.108
48 H 0.068
49 H 0.074
50 H 0.066
51 H 0.031
52 H 0.073
53 H 0.077
54 H 0.114

=====

DFT (wB97M-V/def2-TZVPD) results for C17H23N3O4 in the gas phase.

Properties
SMILES ... O=C(Nc1cccc(OC(=O)N2CCCCC2)c1)N1CCOCC1
E_HOMO ... -8.182 eV
Energy relative to the best compared isomer or geometry (same formula, charge and spin) ... 25.9 kcal/mol

The geometry in ORCA input format:
```
! wB97M-V def2-TZVPD RIJCOSX def2/J DEFGRID3
* xyz 0 1
O -4.147 -0.535 0.567
C -3.324 0.277 0.938
N -1.994 0.236 0.593
C -1.317 -0.761 -0.107
C -1.877 -1.995 -0.416
C -1.118 -2.938 -1.087
C 0.191 -2.679 -1.445
C 0.748 -1.443 -1.133
O 2.047 -1.238 -1.567
C 2.901 -0.409 -0.908
O 2.657 0.168 0.126
N 4.079 -0.336 -1.559
C 4.342 -1.028 -2.806
C 5.485 -0.343 -3.555
C 5.340 1.169 -3.414
C 5.551 1.586 -1.953
C 5.164 0.442 -1.006
C -0.002 -0.482 -0.481
N -3.682 1.378 1.685
C -2.834 2.097 2.615
C -3.107 1.605 4.046
O -4.463 1.749 4.389
C -5.291 1.030 3.497
C -5.083 1.500 2.056
H -1.438 1.060 0.767
H -2.896 -2.202 -0.139
H -1.556 -3.894 -1.328
H 0.790 -3.410 -1.962
H 4.583 -2.081 -2.609
H 3.432 -1.000 -3.411
H 5.447 -0.637 -4.605
H 6.451 -0.657 -3.157
H 6.055 1.683 -4.058
H 4.337 1.452 -3.739
H 4.951 2.469 -1.735
H 6.597 1.843 -1.777
H 6.020 -0.222 -0.841
H 4.834 0.826 -0.040
H 0.436 0.474 -0.242
H -1.776 1.970 2.394
H -3.086 3.162 2.547
H -2.543 2.196 4.769
H -2.807 0.547 4.124
H -6.316 1.209 3.822
H -5.068 -0.045 3.562
H -5.671 0.892 1.370
H -5.368 2.553 1.964
*
```

Charges obtained by Löwdin population analysis, quoted in units of e:
1 O 0.067
2 C -0.491
3 N 0.144
4 C -0.207
5 C -0.017
6 C -0.071
7 C -0.017
8 C -0.221
9 O 0.076
10 C -0.504
11 O 0.090
12 N -0.040
13 C -0.143
14 C -0.180
15 C -0.194
16 C -0.161
17 C -0.138
18 C 0.053
19 N -0.053
20 C -0.123
21 C -0.188
22 O -0.130
23 C -0.178
24 C -0.120
25 H 0.128
26 H 0.098
27 H 0.106
28 H 0.114
29 H 0.129
30 H 0.127
31 H 0.113
32 H 0.111
33 H 0.107
34 H 0.113
35 H 0.109
36 H 0.109
37 H 0.127
38 H 0.122
39 H 0.115
40 H 0.114
41 H 0.132
42 H 0.127
43 H 0.132
44 H 0.127
45 H 0.132
46 H 0.124
47 H 0.130

=====

DFT (wB97M-V/def2-TZVPD) results for a molecular structure, C17H23N3ORhSeSi.

Properties
E_HOMO (spin up / spin down) ... -10.858 / -10.855 eV

The geometry in ORCA input format:
```
! wB97M-V def2-TZVPD RIJCOSX def2/J DEFGRID3
* xyz 1 1
Rh -0.856 0.071 -1.277
C 4.080 -2.923 -1.535
C 4.484 -1.592 -1.591
C 3.560 -0.578 -1.554
C 2.183 -0.878 -1.446
C 1.791 -2.225 -1.347
C 2.730 -3.230 -1.399
N 1.267 0.126 -1.428
N 1.719 1.347 -1.496
C 0.841 2.344 -1.539
C 1.274 3.680 -1.587
C 0.350 4.697 -1.575
C -1.014 4.411 -1.555
C -1.462 3.095 -1.512
C -0.560 2.050 -1.498
H 4.813 -3.711 -1.584
H 5.533 -1.346 -1.657
H 3.851 0.461 -1.589
H 0.741 -2.448 -1.221
H 2.427 -4.266 -1.329
H 2.336 3.866 -1.611
H 0.684 5.723 -1.578
H -1.732 5.214 -1.551
H -2.528 2.913 -1.484
N -3.898 0.249 -1.568
C -2.735 0.257 -1.522
H -4.888 0.314 -1.616
C -2.676 -0.085 3.896
Si -0.807 -0.055 3.525
C 0.055 1.599 3.911
C 0.157 -1.633 3.976
Se -0.643 -0.245 1.085
H -2.854 -0.080 4.967
H -3.148 -0.975 3.489
H -3.179 0.782 3.476
H 0.125 1.755 4.983
H -0.489 2.441 3.491
H 1.063 1.624 3.508
H 0.238 -1.769 5.049
H 1.164 -1.595 3.567
H -0.332 -2.513 3.564
C -2.594 -2.894 -1.797
O -1.345 -2.249 -2.011
H -2.470 -3.978 -1.821
H -3.333 -2.603 -2.549
H -2.943 -2.597 -0.808
H -0.979 -2.550 -2.853
*
```

Charges obtained by Löwdin population analysis, quoted in units of e:
1 Rh 0.668
2 C -0.060
3 C -0.067
4 C -0.005
5 C -0.275
6 C -0.033
7 C -0.070
8 N -0.073
9 N 0.110
10 C -0.306
11 C 0.006
12 C -0.066
13 C -0.052
14 C -0.103
15 C -0.177
16 H 0.109
17 H 0.111
18 H 0.106
19 H 0.073
20 H 0.110
21 H 0.120
22 H 0.112
23 H 0.111
24 H 0.087
25 N 0.229
26 C -0.210
27 H 0.115
28 C -0.225
29 Si 0.366
30 C -0.222
31 C -0.209
32 Se 0.433
33 H 0.028
34 H 0.025
35 H 0.028
36 H 0.028
37 H 0.030
38 H 0.028
39 H 0.037
40 H 0.032
41 H 0.031
42 C -0.126
43 O -0.219
44 H 0.094
45 H 0.085
46 H 0.081
47 H 0.107

=====

Number 1: energy -1404.37704 hartree. Number 2: energy -3297.83338 hartree. Number 3: energy -5965.85626 hartree. Number 4: energy -1126.86742 hartree. Number 5: energy -3702.28814 hartree.